# H40O20

A cluster of 20 separate species, H40O20 in total in a non-equilibrium geometry (ωB97M-V with the def2-TZVPD basis set, OMol25).

The gap between HOMO and LUMO is 10.8681 eV. As for the spin multiplicity: 1. The HOMO energy is -10.67 eV. As for the largest force on an atom: 4.9 eV/Å.

Geometry (Å):
O (-3.222, 1.449, 3.893)
H (-3.791, 1.416, 4.651)
H (-2.535, 0.745, 4.181)
O (-1.174, -1.577, -3.413)
H (-0.289, -1.534, -3.025)
H (-1.187, -2.325, -4.030)
O (0.228, -0.728, 2.258)
H (0.479, 0.031, 1.685)
H (-0.137, -1.286, 1.487)
O (-2.919, -2.283, -1.279)
H (-3.697, -1.711, -1.143)
H (-2.678, -2.188, -2.222)
O (3.577, -3.412, -0.796)
H (3.962, -4.238, -0.460)
H (2.631, -3.624, -0.612)
O (2.223, 1.349, 0.774)
H (2.697, 0.526, 0.648)
H (2.654, 1.843, 1.461)
O (1.155, -4.428, 0.152)
H (0.472, -3.714, 0.175)
H (0.752, -5.201, -0.227)
O (3.232, 3.054, 2.839)
H (2.430, 3.452, 3.207)
H (3.808, 2.812, 3.593)
O (-0.444, -2.396, 0.019)
H (-1.328, -2.605, -0.363)
H (0.081, -1.726, -0.550)
O (-0.956, 0.415, -1.331)
H (-1.445, 0.718, -0.537)
H (-1.533, -0.023, -1.991)
O (3.315, -1.074, 1.306)
H (3.573, -1.743, 0.611)
H (2.487, -1.328, 1.693)
O (-0.037, 3.642, 1.427)
H (0.762, 3.091, 1.315)
H (0.201, 4.182, 0.468)
O (3.765, -2.231, -3.364)
H (3.957, -2.597, -2.451)
H (4.602, -1.727, -3.617)
O (-2.189, 1.769, 1.287)
H (-2.587, 1.573, 2.218)
H (-1.400, 2.472, 1.411)
O (1.445, -1.105, -2.062)
H (2.119, -1.431, -2.699)
H (1.252, -0.229, -2.277)
O (0.537, 4.667, -1.342)
H (1.010, 3.958, -1.854)
H (0.560, 5.479, -1.850)
O (-4.017, 2.495, -0.483)
H (-3.310, 2.800, -1.037)
H (-3.450, 2.264, 0.323)
O (1.326, 2.168, -1.783)
H (0.470, 1.657, -1.528)
H (1.928, 2.089, -1.039)
O (-1.698, -1.132, 4.198)
H (-1.025, -0.984, 3.473)
H (-2.052, -1.962, 3.886)
O (-4.777, -0.241, -1.704)
H (-5.086, 0.201, -2.528)
H (-4.733, 0.463, -1.040)